186
Properties=species:S:1:pos:R:3:forces:R:3:lowdin_charge:R:1 method="wB97M-V/def2-TZVPD" homo_energy_ha=-0.3694 max_force_ev_per_a=3.339 charge=0 smiles="O=[N+]([O-])c1ccccc1.O=[N+]([O-])c1ccccc1.COP(=O)(OC)OC.COP(=O)(OC)OC.COP(=O)(OC)OC.COP(=O)(OC)OC.CCOC(=O)OC.CCOC(=O)OC.CCOC(=O)OC.CCOC(=O)OC.CCOC(=O)OC.CCOC(=O)OC"
O 2.181081 8.163142 0.483757 0.384 -0.876 0.670 0.08
N 1.947913 6.991447 0.230881 0.885 -0.348 -0.011 -0.32
O 2.474574 5.983712 0.760080 -1.173 2.271 -1.003 0.06
C 0.973277 6.820767 -0.855052 -0.394 -0.907 -0.124 -0.15
C 0.779762 5.551308 -1.357788 0.888 -0.781 0.246 -0.02
C -0.234096 5.282911 -2.230482 -0.724 0.288 -0.738 -0.06
C -1.048402 6.322976 -2.676981 -0.221 0.281 -0.352 -0.07
C -0.778339 7.625320 -2.302616 0.743 -0.062 0.889 -0.06
C 0.224177 7.860016 -1.358211 -0.086 0.851 -0.034 -0.01
H 1.489411 4.767734 -1.136875 -0.107 -0.058 0.468 0.12
H -0.370153 4.280614 -2.608993 -0.040 -0.046 0.022 0.11
H -1.874068 6.175550 -3.357385 -0.001 -0.382 -0.090 0.11
H -1.306456 8.496428 -2.661284 -0.262 -0.218 -0.185 0.11
H 0.407001 8.881685 -1.059591 0.097 -0.060 0.257 0.12
O 1.284346 -5.810478 0.674298 0.815 0.373 1.099 0.07
N 2.023981 -6.489292 1.377954 -0.669 -0.814 -0.279 -0.35
O 2.205215 -7.673465 1.168996 0.419 -0.019 0.041 0.08
C 2.698038 -5.967802 2.611998 -2.142 1.470 -0.550 -0.14
C 3.989355 -6.311070 2.864072 0.819 -0.684 0.418 -0.02
C 4.597793 -5.768884 3.977601 0.018 0.308 0.310 -0.07
C 3.890177 -4.946559 4.839650 -0.034 0.249 0.358 -0.08
C 2.579307 -4.567839 4.577034 -0.224 -1.170 -0.977 -0.06
C 1.954385 -5.086517 3.422908 1.247 0.540 0.282 0.01
H 4.550280 -7.061390 2.326671 -0.284 0.160 -0.559 0.13
H 5.640519 -5.985456 4.157097 -0.004 -0.124 0.177 0.11
H 4.345248 -4.602824 5.756799 0.204 0.133 -0.009 0.11
H 2.029676 -3.950841 5.272476 0.011 0.137 -0.081 0.10
H 0.988924 -4.683927 3.154196 -0.152 -0.482 -0.258 0.11
C 1.191019 4.530612 -7.025358 -2.003 0.625 -1.716 -0.16
O 2.041245 4.105504 -6.039423 3.077 -0.799 1.019 -0.21
P 3.445458 3.511201 -6.600431 0.494 -1.835 0.344 0.48
O 3.276135 2.519138 -7.723003 0.351 2.021 1.711 -0.26
O 4.361754 4.811601 -6.858744 -0.712 -0.800 0.284 -0.21
C 5.506783 4.694215 -7.704702 0.324 -0.343 -1.071 -0.10
O 4.167522 2.882384 -5.271721 -0.758 1.176 -1.541 -0.22
C 3.474177 1.963971 -4.434181 -0.219 -0.335 0.089 -0.10
H 0.737442 5.488133 -6.769427 0.101 0.008 0.229 0.09
H 0.395445 3.795657 -7.147924 -0.121 0.015 -0.094 0.09
H 1.666265 4.649547 -7.999061 0.115 -0.015 -0.025 0.09
H 5.592792 5.568423 -8.350042 -0.318 0.142 0.231 0.09
H 5.380371 3.832518 -8.360141 0.052 -0.051 -0.012 0.08
H 6.461518 4.588908 -7.189447 -0.342 -0.022 0.566 0.09
H 3.552997 2.337769 -3.413316 -0.235 -0.039 -0.062 0.09
H 3.924689 0.972373 -4.477577 0.239 0.108 -0.149 0.09
H 2.438035 1.850025 -4.752804 -0.081 0.134 0.239 0.08
C -0.858867 -1.300261 -7.867752 0.765 1.256 0.814 -0.11
O -2.001236 -1.326782 -8.727358 -0.318 -0.953 -0.232 -0.21
P -3.217906 -2.387724 -8.627571 1.032 -0.938 0.564 0.47
O -4.240898 -2.252127 -9.681801 0.666 0.357 1.080 -0.24
O -2.460310 -3.847357 -8.644579 -1.429 0.511 -0.546 -0.23
C -3.147092 -4.989573 -9.288262 -0.063 -0.214 0.353 -0.08
O -3.675884 -2.252606 -7.056764 0.155 -0.354 -1.758 -0.24
C -4.624784 -1.234064 -6.707940 -0.050 0.240 0.136 -0.10
H -0.760988 -0.307273 -7.429009 -1.112 0.154 0.682 0.08
H 0.123707 -1.192217 -8.327083 -0.254 -1.239 -1.282 0.09
H -0.804592 -2.048356 -7.076854 -0.399 -0.116 -0.288 0.09
H -2.541185 -5.473210 -10.054472 0.474 0.603 0.066 0.08
H -4.108587 -4.772620 -9.753594 0.170 0.697 0.147 0.08
H -3.345999 -5.774253 -8.558318 0.177 0.314 0.414 0.08
H -5.335303 -1.664894 -6.002498 0.095 -0.021 -0.065 0.09
H -5.166000 -0.836461 -7.566490 0.026 -0.233 -0.133 0.08
H -4.103833 -0.402537 -6.233323 0.081 -0.045 0.074 0.08
C 7.295791 -0.954439 4.391964 0.050 -1.347 0.483 -0.14
O 7.843686 0.091185 3.644969 -0.934 2.562 -0.981 -0.22
P 6.914413 1.305072 3.024789 0.677 -0.597 -0.968 0.48
O 7.677399 2.280299 2.204198 -0.613 -1.051 1.254 -0.25
O 5.806600 0.514462 2.115076 0.607 1.180 1.851 -0.26
C 6.201361 -0.275789 0.987842 -0.101 0.325 0.152 -0.09
O 6.123506 1.894471 4.304281 0.668 -0.711 -0.646 -0.22
C 5.552319 3.206939 4.227473 -0.694 0.576 -1.088 -0.09
H 7.977664 -1.794059 4.257171 -0.058 -0.110 -0.070 0.09
H 6.310699 -1.271344 4.049513 -0.110 0.184 -0.047 0.08
H 7.276141 -0.772400 5.466475 -0.155 0.452 -0.039 0.09
H 5.832155 -1.266313 1.253646 0.239 -0.154 -0.692 0.09
H 7.272180 -0.245022 0.786602 0.072 -0.174 0.349 0.09
H 5.729535 0.167654 0.111004 -0.253 -0.338 0.031 0.09
H 5.947310 3.728191 3.355480 0.074 0.015 0.026 0.08
H 5.698852 3.863825 5.084869 0.501 -0.722 0.339 0.09
H 4.476195 3.109576 4.084010 -0.019 -0.121 0.033 0.08
C -4.172939 -3.338230 2.677155 0.773 -0.853 -0.835 -0.12
O -5.308967 -2.504983 2.567810 0.106 1.356 0.544 -0.22
P -5.376909 -1.371308 3.738982 0.331 -0.254 -0.552 0.44
O -4.143180 -0.576029 3.974927 -1.724 -1.028 -0.209 -0.23
O -5.899950 -2.307249 4.934519 -0.191 1.686 -0.096 -0.22
C -5.039996 -2.857100 5.899690 1.159 -1.218 -0.180 -0.12
O -6.678332 -0.568736 3.310095 1.111 -0.061 -0.262 -0.20
C -7.922840 -1.230054 3.117985 -1.008 -0.029 0.953 -0.10
H -4.213389 -4.007677 3.536401 -0.088 0.125 0.114 0.07
H -3.234017 -2.784718 2.664875 -0.102 0.256 0.276 0.09
H -4.135567 -3.967197 1.787714 -0.229 -0.027 0.005 0.09
H -5.447822 -2.783287 6.907831 -0.200 -0.203 -0.283 0.09
H -4.008183 -2.505987 5.912924 -0.183 1.012 -0.141 0.09
H -4.866787 -3.862338 5.515522 -0.402 -0.582 0.971 0.08
H -7.839317 -2.295237 3.333618 -0.107 0.081 -0.173 0.08
H -8.422459 -1.052972 2.165535 0.847 0.032 -0.388 0.09
H -8.596677 -0.762877 3.836160 -0.079 -0.282 0.227 0.09
C 9.352635 -4.094767 -1.541816 -1.665 -0.221 0.415 -0.06
C 8.522313 -5.104741 -2.370852 3.065 0.176 0.431 -0.25
O 7.381150 -4.580489 -2.963581 -2.210 0.929 0.436 0.03
C 6.285211 -4.340362 -2.196979 -0.835 -1.387 1.503 -0.52
O 6.113414 -4.687730 -1.022069 0.822 0.998 -2.431 0.09
O 5.329799 -3.794526 -2.979649 1.315 0.495 0.880 0.00
C 4.061811 -3.493741 -2.390823 -1.449 -0.488 -0.810 -0.04
H 10.373726 -4.436621 -1.372662 -0.038 0.092 -0.382 0.08
H 8.877095 -4.025631 -0.563465 0.093 0.366 0.120 0.07
H 9.265848 -3.136420 -2.053791 0.499 0.096 0.153 0.08
H 8.419157 -6.014818 -1.779897 -0.652 -0.078 -0.317 0.13
H 9.194097 -5.259754 -3.215109 -0.387 -0.715 -0.225 0.12
H 3.616811 -2.636783 -2.896495 0.584 0.190 -0.179 0.09
H 3.921786 -3.318158 -1.324209 1.024 -0.311 0.035 0.09
H 3.428070 -4.323388 -2.704102 -0.195 -0.130 0.430 0.10
C -4.767765 3.353237 -6.904948 -0.672 -0.068 0.060 -0.06
C -5.836943 4.219318 -6.228084 0.396 0.003 1.236 -0.19
O -6.726571 3.419244 -5.357774 -0.225 0.049 1.003 -0.01
C -6.367064 3.189983 -4.021800 1.377 0.370 -2.652 -0.56
O -5.298350 3.506761 -3.574385 -0.120 0.282 0.363 0.12
O -7.276305 2.461291 -3.410967 -0.491 0.757 -1.233 0.01
C -6.984330 2.006998 -2.120186 -0.224 -1.292 1.099 -0.06
H -4.058554 2.898461 -6.213365 0.088 0.458 0.138 0.07
H -4.272381 3.923865 -7.690497 0.227 0.093 0.213 0.08
H -5.223939 2.504136 -7.413893 -0.329 0.068 -0.055 0.07
H -6.406153 4.825700 -6.932633 -0.769 -0.986 -0.263 0.11
H -5.458020 5.050412 -5.633257 0.713 -0.441 0.435 0.11
H -7.801672 1.303623 -1.961148 0.017 0.149 0.468 0.10
H -6.955134 2.756188 -1.329008 -0.169 0.324 -0.379 0.10
H -6.068077 1.422329 -2.038108 0.220 0.210 -0.433 0.10
C -7.066520 -3.602314 -2.013211 -0.533 1.491 0.309 -0.09
C -6.383119 -4.863014 -2.187154 1.073 -2.448 -0.553 -0.23
O -5.108075 -4.668603 -2.908838 -1.304 -0.127 0.394 0.02
C -4.099984 -5.561332 -2.825820 -1.028 0.527 1.983 -0.57
O -4.043420 -6.475830 -2.021556 0.296 0.704 -1.618 0.12
O -3.187013 -5.056323 -3.644489 -0.733 -0.392 -0.421 0.00
C -1.975792 -5.725742 -3.825463 1.198 -0.395 0.638 -0.05
H -7.263339 -3.172936 -2.995550 0.194 0.518 0.195 0.09
H -6.504157 -2.972798 -1.323599 -0.108 0.472 -0.320 0.09
H -8.039766 -3.795617 -1.562062 -0.032 -0.041 0.081 0.09
H -7.042705 -5.488769 -2.788376 0.382 -0.365 -0.315 0.13
H -6.255606 -5.397947 -1.246046 0.547 0.063 -0.034 0.12
H -1.255495 -4.909791 -3.884558 0.287 -0.398 -0.211 0.10
H -1.941106 -6.373450 -4.701458 -0.293 0.316 -0.229 0.10
H -1.754250 -6.362656 -2.969096 0.053 0.118 0.125 0.09
C 0.618435 0.582966 3.879042 1.015 0.149 -1.459 -0.05
C 1.174671 0.227345 2.468087 -1.007 -0.132 -0.517 -0.15
O 0.048729 -0.156084 1.590010 -0.093 -0.012 1.522 0.01
C 0.006068 0.115481 0.295808 0.113 -0.666 1.037 -0.63
O 0.899477 0.580255 -0.344581 0.314 0.533 -0.954 0.13
O -1.191254 -0.314916 -0.105712 -1.097 0.117 -0.930 0.00
C -1.503208 -0.247322 -1.511948 1.225 -0.216 -0.528 -0.03
H 0.131085 1.557937 3.877093 -0.403 -0.277 -0.076 0.07
H 1.502646 0.717469 4.502091 -0.019 -0.256 0.256 0.07
H -0.006318 -0.232614 4.243207 -0.040 0.274 0.056 0.08
H 1.814390 -0.653263 2.526255 0.045 0.036 0.008 0.12
H 1.708332 1.015498 1.936939 0.072 0.147 0.395 0.12
H -1.808218 0.734114 -1.875070 -0.007 0.159 0.508 0.09
H -2.250646 -0.976885 -1.823675 -0.139 -0.017 0.818 0.09
H -0.593356 -0.523506 -2.044861 0.038 0.145 -0.179 0.09
C -2.555789 5.004619 3.156554 -0.161 0.402 0.885 -0.06
C -3.384438 6.272386 3.168595 -0.441 0.421 -0.714 -0.21
O -3.376361 6.844620 4.477802 1.124 -1.093 0.427 0.05
C -4.315749 7.660544 4.863158 -2.091 0.593 -0.265 -0.65
O -5.222656 8.123471 4.214520 0.137 0.054 -0.738 0.12
O -4.205719 7.850976 6.148448 2.436 -0.812 1.913 0.00
C -5.003763 8.741716 6.885949 -0.889 0.031 -0.920 -0.03
H -2.465868 4.576224 2.158303 0.140 0.225 0.050 0.08
H -3.053925 4.277733 3.798117 0.021 -0.145 -0.054 0.08
H -1.597973 5.227119 3.626843 0.233 -0.209 -0.359 0.08
H -4.405985 6.034378 2.872138 -0.099 0.269 0.030 0.13
H -3.002190 7.070288 2.531940 0.042 -0.290 -0.411 0.13
H -6.012617 8.352170 6.749725 -0.344 0.707 0.262 0.10
H -4.863555 9.739641 6.470517 -0.397 0.093 0.167 0.10
H -4.735595 8.723816 7.942298 0.303 -0.258 -0.287 0.09
C 1.163715 -2.799777 10.664581 1.620 -0.084 0.541 -0.06
C 1.524130 -1.559153 9.816023 -1.249 -0.182 0.257 -0.21
O 2.734395 -1.620223 9.030474 1.352 -0.575 1.630 0.01
C 3.954759 -1.579285 9.700002 -0.274 1.182 0.079 -0.50
O 4.982763 -1.946026 9.196747 -1.089 0.060 0.443 0.13
O 3.872461 -0.919669 10.925973 -0.506 -0.420 -1.163 -0.05
C 5.097598 -0.837245 11.668257 0.971 -0.464 -0.729 -0.04
H 1.606617 -3.717071 10.276627 -0.135 0.008 -0.424 0.08
H 0.113449 -3.000970 10.875665 -0.063 0.489 -0.434 0.08
H 1.653548 -2.680697 11.631001 -0.069 -0.041 0.219 0.07
H 1.550605 -0.683273 10.464274 0.012 0.010 -0.183 0.11
H 0.703655 -1.450732 9.106690 0.402 0.336 -0.339 0.12
H 5.289453 -1.835652 12.061309 0.211 0.233 0.300 0.10
H 5.142869 -0.056173 12.427193 -1.127 -0.220 0.096 0.09
H 5.924724 -0.549988 11.019079 -0.059 -0.346 -0.329 0.09